DFT (ωB97M-V/def2-TZVPD) results for a 15-piece molecular cluster, C57H143NO30 overall at a distorted geometry.

Atoms and positions in Å:
C (4.659, 2.929, 6.002)
O (4.346, 1.619, 5.524)
C (4.300, 1.808, 4.127)
C (3.945, 0.460, 3.481)
O (2.565, 0.249, 3.348)
C (2.266, -1.131, 3.310)
H (5.646, 3.263, 5.713)
H (4.784, 2.901, 7.092)
H (3.826, 3.605, 5.772)
H (5.300, 2.115, 3.722)
H (3.578, 2.623, 3.972)
H (4.454, -0.249, 4.105)
H (4.430, 0.455, 2.494)
H (2.596, -1.659, 4.185)
H (2.629, -1.612, 2.415)
H (1.159, -1.157, 3.258)
C (1.467, -1.234, -3.797)
O (1.441, -1.753, -5.098)
C (2.777, -2.132, -5.527)
C (3.433, -3.193, -4.673)
O (2.776, -4.449, -4.820)
C (3.629, -5.469, -4.442)
H (1.429, -2.065, -3.073)
H (0.561, -0.631, -3.597)
H (2.360, -0.616, -3.595)
H (3.411, -1.257, -5.455)
H (2.663, -2.467, -6.560)
H (3.535, -2.856, -3.595)
H (4.445, -3.328, -5.118)
H (3.184, -6.420, -4.781)
H (3.750, -5.449, -3.294)
H (4.668, -5.339, -4.840)
C (1.024, 5.844, -3.408)
O (0.581, 4.466, -3.400)
C (1.506, 3.577, -2.783)
C (0.897, 2.129, -2.940)
O (-0.197, 1.911, -2.077)
C (-1.432, 2.090, -2.724)
H (2.050, 5.845, -3.796)
H (0.972, 6.353, -2.428)
H (0.386, 6.371, -4.124)
H (1.553, 3.651, -1.669)
H (2.480, 3.705, -3.257)
H (1.693, 1.406, -2.773)
H (0.624, 1.995, -3.950)
H (-2.196, 2.116, -1.913)
H (-1.750, 1.191, -3.306)
H (-1.579, 2.983, -3.362)
C (-0.661, -4.365, -4.621)
O (-0.647, -5.555, -3.831)
C (0.346, -5.549, -2.862)
C (0.871, -6.967, -2.749)
O (-0.104, -7.830, -2.239)
C (0.363, -9.162, -2.098)
H (0.234, -4.214, -5.223)
H (-0.696, -3.511, -3.967)
H (-1.481, -4.375, -5.314)
H (-0.021, -5.209, -1.900)
H (1.234, -4.964, -3.160)
H (1.754, -6.929, -2.119)
H (1.195, -7.181, -3.781)
H (1.236, -9.254, -1.474)
H (0.526, -9.602, -3.097)
H (-0.362, -9.796, -1.569)
C (-0.862, 1.819, 3.748)
O (-0.921, 2.747, 4.760)
C (0.280, 3.504, 4.803)
C (0.197, 4.567, 5.915)
O (1.488, 5.107, 6.126)
C (1.807, 5.952, 4.964)
H (-0.733, 2.359, 2.804)
H (-1.791, 1.191, 3.735)
H (-0.050, 1.099, 3.871)
H (0.490, 3.990, 3.852)
H (1.148, 2.852, 5.021)
H (-0.212, 4.049, 6.785)
H (-0.515, 5.366, 5.647)
H (2.153, 5.399, 4.084)
H (2.652, 6.541, 5.325)
H (0.993, 6.619, 4.646)
C (1.714, -4.476, 5.275)
O (2.320, -4.239, 6.503)
C (1.546, -4.830, 7.557)
C (2.000, -4.120, 8.800)
O (1.454, -2.794, 8.773)
C (1.812, -2.048, 9.852)
H (2.187, -3.904, 4.467)
H (0.720, -4.035, 5.309)
H (1.630, -5.546, 5.110)
H (1.703, -5.898, 7.580)
H (0.473, -4.680, 7.381)
H (3.087, -4.044, 8.926)
H (1.573, -4.653, 9.691)
H (1.441, -2.467, 10.851)
H (1.384, -1.068, 9.731)
H (2.903, -2.091, 9.991)
C (-4.021, 0.875, 0.318)
O (-4.311, 1.015, 1.658)
C (-4.589, 2.347, 1.945)
C (-4.843, 2.419, 3.436)
O (-5.213, 3.771, 3.876)
C (-4.069, 4.548, 4.131)
H (-3.667, -0.124, 0.180)
H (-3.220, 1.578, -0.016)
H (-4.906, 1.107, -0.261)
H (-5.509, 2.618, 1.401)
H (-3.721, 2.956, 1.677)
H (-3.958, 2.142, 4.014)
H (-5.640, 1.712, 3.672)
H (-3.312, 4.529, 3.343)
H (-3.554, 4.265, 5.041)
H (-4.382, 5.559, 4.326)
C (-0.698, 3.296, -6.279)
O (0.196, 2.268, -6.715)
C (-0.262, 0.923, -6.552)
C (-1.372, 0.569, -7.497)
O (-2.551, 1.058, -6.968)
C (-3.668, 0.586, -7.743)
H (-1.606, 3.391, -6.875)
H (-0.245, 4.249, -6.307)
H (-1.029, 3.074, -5.253)
H (-0.584, 0.838, -5.528)
H (0.615, 0.323, -6.705)
H (-1.499, -0.504, -7.704)
H (-1.221, 1.040, -8.475)
H (-3.695, 1.022, -8.745)
H (-4.575, 0.760, -7.178)
H (-3.685, -0.497, -7.800)
C (5.009, -1.892, 0.967)
O (3.850, -1.256, 0.392)
C (3.758, -1.525, -1.018)
C (4.684, -0.666, -1.851)
O (4.204, 0.640, -1.973)
C (4.287, 1.456, -0.826)
H (4.932, -1.979, 2.052)
H (5.811, -1.208, 0.743)
H (5.112, -2.897, 0.490)
H (2.707, -1.309, -1.236)
H (3.896, -2.569, -1.263)
H (4.784, -1.042, -2.868)
H (5.713, -0.696, -1.454)
H (5.317, 1.550, -0.469)
H (3.648, 1.084, 0.013)
H (3.958, 2.456, -1.059)
C (-1.281, 6.022, 2.224)
O (-1.844, 4.791, 1.819)
C (-1.396, 4.268, 0.602)
C (-1.299, 5.210, -0.593)
O (-2.599, 5.750, -0.958)
C (-2.461, 6.472, -2.168)
H (-0.253, 6.089, 1.953)
H (-1.389, 6.113, 3.336)
H (-1.824, 6.921, 1.962)
H (-2.089, 3.479, 0.403)
H (-0.371, 3.824, 0.669)
H (-0.865, 4.627, -1.445)
H (-0.656, 6.018, -0.295)
H (-3.425, 6.808, -2.536)
H (-1.970, 5.857, -2.943)
H (-1.957, 7.417, -2.106)
C (-7.097, -2.758, -3.361)
O (-6.917, -1.488, -3.865)
C (-6.223, -0.581, -2.992)
C (-4.726, -0.983, -2.940)
O (-4.115, -0.425, -4.079)
C (-2.952, -1.209, -4.426)
H (-7.723, -2.875, -2.480)
H (-6.143, -3.155, -3.069)
H (-7.444, -3.429, -4.173)
H (-6.643, -0.556, -1.979)
H (-6.390, 0.386, -3.447)
H (-4.641, -2.064, -2.901)
H (-4.263, -0.571, -1.988)
H (-2.622, -0.940, -5.457)
H (-3.183, -2.265, -4.477)
H (-2.054, -1.039, -3.781)
C (1.996, -4.311, 0.837)
O (1.099, -3.701, 1.744)
C (-0.210, -4.191, 1.265)
C (-1.249, -3.836, 2.235)
O (-1.420, -2.476, 2.150)
C (-2.688, -2.073, 2.706)
H (2.969, -3.913, 1.056)
H (1.790, -3.964, -0.196)
H (2.058, -5.402, 0.838)
H (-0.156, -5.270, 1.008)
H (-0.421, -3.657, 0.309)
H (-0.955, -4.329, 3.165)
H (-2.191, -4.281, 1.923)
H (-2.816, -2.381, 3.740)
H (-3.531, -2.258, 2.056)
H (-2.595, -0.984, 2.636)
C (-3.956, -3.140, -0.421)
O (-4.145, -4.072, -1.500)
C (-3.119, -4.838, -2.098)
C (-3.059, -6.281, -1.534)
O (-2.294, -6.267, -0.291)
C (-2.069, -7.518, 0.267)
H (-4.693, -2.348, -0.511)
H (-3.038, -2.534, -0.572)
H (-3.982, -3.585, 0.613)
H (-2.153, -4.382, -1.867)
H (-3.263, -4.891, -3.175)
H (-2.672, -6.972, -2.246)
H (-4.077, -6.556, -1.253)
H (-2.175, -7.398, 1.358)
H (-1.060, -7.851, 0.094)
H (-2.804, -8.202, -0.046)
C (1.970, 9.052, 2.701)
O (2.793, 8.026, 2.213)
C (2.349, 7.620, 0.953)
C (2.665, 6.217, 0.693)
O (1.936, 5.395, 1.577)
C (2.395, 4.075, 1.360)
H (1.941, 9.887, 1.963)
H (2.428, 9.364, 3.639)
H (0.990, 8.593, 2.874)
H (2.705, 8.232, 0.108)
H (1.261, 7.667, 0.965)
H (3.737, 6.092, 0.869)
H (2.572, 5.965, -0.355)
H (1.745, 3.351, 1.899)
H (3.435, 4.009, 1.729)
H (2.262, 3.760, 0.350)
C (0.440, -0.200, 0.510)
N (-0.154, -1.057, -0.532)
O (-1.336, -0.869, -0.751)
O (0.561, -1.845, -1.099)
H (-0.020, -0.576, 1.419)
H (0.164, 0.844, 0.320)
H (1.500, -0.305, 0.521)

Output
net charge: 0
Kohn-Sham gap: 9.513 eV
HOMO: -9.173 eV
spin multiplicity: 1
maximum force: 0.050 Eh/bohr